Entry 1:
A cluster of 7 separate species, C24H58BF4NO14P2S3 in total, computed with ωB97M-V/def2-TZVPD.

The calculation puts the LUMO energy at 0.22 eV. The calculation puts the total energy at -4359.33471 a.u. Its net charge is 0. Its HOMO energy is -9.7 eV.

Positions of all 107 atoms, in Å:
N  0.897  3.139  -2.587
H  0.380  2.391  -3.090
H  0.405  4.058  -2.678
H  1.847  3.292  -2.917
H  1.001  2.764  -1.637
B  0.971  1.170  0.256
F  2.003  1.835  -0.441
F  -0.144  1.050  -0.580
F  1.396  -0.006  0.874
F  0.705  2.067  1.326
C  5.095  1.033  1.439
C  5.439  -0.364  1.929
C  6.282  -0.158  3.207
S  5.552  1.253  4.086
O  6.611  2.202  4.382
O  4.628  0.806  5.116
C  4.525  1.848  2.627
H  4.336  0.968  0.657
H  5.966  1.501  0.975
H  6.056  -0.916  1.223
H  4.562  -0.938  2.228
H  7.252  0.198  2.854
H  6.437  -1.018  3.853
H  4.569  2.926  2.714
H  3.590  1.342  2.863
C  1.122  -2.431  -2.622
C  2.174  -1.415  -2.226
C  2.475  -0.596  -3.486
S  0.795  -0.430  -4.240
O  0.806  -0.942  -5.585
O  0.334  0.920  -3.945
C  -0.041  -1.563  -3.090
H  0.843  -3.099  -1.808
H  1.471  -3.080  -3.429
H  3.045  -1.998  -1.910
H  2.010  -0.747  -1.382
H  3.244  -1.026  -4.120
H  2.678  0.463  -3.328
H  -1.001  -1.865  -3.506
H  -0.327  -1.015  -2.186
C  -1.430  -0.025  3.462
C  -1.669  1.474  3.489
C  -2.937  1.581  2.620
S  -3.318  0.021  1.726
O  -3.429  0.312  0.303
O  -4.382  -0.671  2.445
C  -1.727  -0.752  2.152
H  -1.979  -0.479  4.303
H  -0.509  -0.420  3.910
H  -0.835  1.989  3.017
H  -1.846  1.776  4.517
H  -2.910  2.402  1.906
H  -3.829  1.735  3.231
H  -1.131  -0.265  1.376
H  -1.750  -1.836  2.136
C  1.255  -8.410  0.862
C  1.155  -6.903  1.210
O  0.423  -6.737  2.426
P  -0.219  -5.309  2.783
O  -0.720  -4.537  1.617
O  0.934  -4.489  3.555
C  1.882  -3.662  2.916
C  1.883  -2.229  3.493
O  -1.296  -5.596  3.937
C  -2.555  -4.858  3.976
C  -2.381  -3.645  4.850
H  0.624  -8.808  1.656
H  0.960  -8.497  -0.182
H  2.254  -8.839  0.890
H  2.153  -6.482  1.393
H  0.854  -6.260  0.382
H  2.895  -4.069  2.926
H  1.557  -3.569  1.874
H  2.018  -2.297  4.575
H  2.720  -1.608  3.177
H  0.955  -1.735  3.218
H  -2.796  -4.522  2.969
H  -3.310  -5.543  4.350
H  -1.905  -3.720  5.825
H  -1.891  -2.849  4.282
H  -3.340  -3.162  5.069
C  -1.983  2.966  -6.231
C  -2.621  4.282  -5.786
O  -1.781  4.990  -4.873
P  -1.883  4.748  -3.293
O  -0.790  5.304  -2.444
O  -2.033  3.203  -2.987
C  -3.351  2.587  -2.830
C  -2.990  1.081  -2.657
O  -3.280  5.378  -2.985
C  -3.558  6.751  -2.726
C  -5.054  6.881  -2.428
H  -2.738  2.357  -6.735
H  -1.178  3.125  -6.947
H  -1.585  2.358  -5.416
H  -2.634  4.822  -6.734
H  -3.639  4.210  -5.409
H  -3.855  2.880  -1.912
H  -3.951  2.812  -3.707
H  -2.861  0.530  -3.588
H  -2.164  0.848  -1.991
H  -3.871  0.716  -2.119
H  -2.949  7.078  -1.882
H  -3.251  7.322  -3.604
H  -5.400  7.889  -2.211
H  -5.612  6.540  -3.304
H  -5.405  6.213  -1.641

Results of the Löwdin charge analysis, in e, for atoms 1 through 6: N 0.276; H 0.064; H 0.067; H 0.141; H 0.093; B -1.282

***

Entry 2:
An isolated molecule of C21H32N2O2, computed with ωB97M-V/def2-TZVPD.

The calculation puts the LUMO energy at -0.34 eV. The calculation puts the total energy at -1078.67595 a.u. As for the SMILES: CC(C)N1CCN(Cc2ccc(C#CC(C)(C)O)cc2)C[C@H]1CCO. Its net charge is 0. Its HOMO energy is -7.7 eV.

Positions of all 57 atoms, in Å:
C  5.551  0.591  1.478
C  5.166  -0.865  0.470
C  6.549  -1.119  -0.262
N  3.941  -0.690  -0.214
C  3.883  0.315  -1.097
C  3.147  1.709  -0.986
N  1.782  1.308  -0.563
C  0.932  2.514  -0.170
C  -0.544  1.957  0.013
C  -0.991  1.331  -1.463
C  -2.197  0.696  -1.198
C  -3.085  0.744  -0.086
C  -4.454  0.415  -0.175
C  -5.510  0.038  -0.005
C  -6.953  -0.584  -0.005
C  -7.213  -1.532  -1.103
C  -7.222  -1.042  1.409
O  -7.911  0.593  -0.185
C  -2.552  1.837  0.946
C  -1.373  2.118  1.048
C  1.967  0.356  0.672
C  2.575  -0.780  0.180
C  1.881  -1.857  -0.861
C  0.652  -2.525  -0.006
O  -0.282  -1.884  0.473
H  4.812  0.923  1.989
H  6.493  0.481  2.036
H  5.849  1.354  0.686
H  4.866  -1.524  1.287
H  6.156  -2.132  -0.659
H  7.274  -1.527  0.640
H  6.783  -0.314  -0.620
H  3.543  0.077  -2.218
H  5.019  0.777  -1.558
H  3.707  2.329  -0.155
H  2.964  2.420  -1.679
H  1.121  2.986  -1.024
H  1.327  2.801  0.738
H  -0.198  0.904  -2.086
H  -2.778  0.158  -2.085
H  -8.173  -1.594  -1.032
H  -6.974  -0.983  -2.239
H  -6.519  -2.301  -0.733
H  -8.358  -1.275  1.542
H  -6.933  -0.441  2.345
H  -6.696  -1.874  1.786
H  -7.696  1.176  0.472
H  -3.205  1.984  1.785
H  -0.875  2.689  1.839
H  2.392  1.097  1.539
H  0.807  0.233  1.172
H  2.759  -1.502  1.084
H  1.466  -0.893  -1.444
H  2.525  -2.377  -1.388
H  0.421  -3.061  -0.965
H  1.069  -3.058  0.810
H  -0.687  -1.174  -0.178

Results of the natural (NBO) charge analysis, in e, for atoms 1 through 6: C -0.648; C 0.044; C -0.594; N -0.531; C -0.190; C -0.246

***

Entry 3:
A cluster of 5 separate species, C20H40O10 in total, computed with ωB97M-V/def2-TZVPD.

The calculation puts the LUMO energy at 0.65 eV. The calculation puts the total energy at -1538.51802 a.u. As for the SMILES: CCOC(C)=O.CCOC(C)=O.CCOC(C)=O.CCOC(C)=O.CCOC(C)=O. Its net charge is 0. Its HOMO energy is -10.1 eV.

Positions of all 70 atoms, in Å:
C  1.910  -0.791  -3.172
C  1.376  -2.208  -3.246
O  0.639  -2.383  -4.445
C  -0.216  -3.407  -4.458
C  -0.994  -3.432  -5.751
O  -0.339  -4.199  -3.567
H  2.451  -0.568  -4.098
H  2.637  -0.737  -2.365
H  1.086  -0.085  -3.101
H  2.192  -2.938  -3.167
H  0.760  -2.435  -2.381
H  -0.304  -3.666  -6.564
H  -1.518  -2.496  -5.918
H  -1.711  -4.250  -5.714
C  3.402  1.243  3.705
C  2.361  1.320  2.611
O  2.017  -0.018  2.239
C  1.201  -0.152  1.199
C  1.070  -1.593  0.785
O  0.630  0.771  0.678
H  4.342  0.826  3.334
H  3.068  0.547  4.475
H  3.626  2.245  4.063
H  1.477  1.866  2.941
H  2.759  1.835  1.732
H  2.073  -1.958  0.566
H  0.346  -1.719  -0.008
H  0.711  -2.140  1.665
C  -1.087  7.180  0.787
C  -0.129  7.126  -0.392
O  0.500  5.868  -0.569
C  -0.084  5.006  -1.407
C  0.830  3.846  -1.689
O  -1.182  5.159  -1.873
H  -2.103  6.936  0.463
H  -1.018  8.125  1.310
H  -0.876  6.352  1.470
H  -0.579  7.482  -1.322
H  0.682  7.843  -0.219
H  1.764  4.229  -2.097
H  0.384  3.244  -2.478
H  0.962  3.246  -0.791
C  -2.167  1.086  -0.698
C  -2.500  -0.179  0.062
O  -3.194  -1.188  -0.697
C  -2.638  -1.666  -1.807
C  -3.562  -2.600  -2.528
O  -1.526  -1.407  -2.198
H  -1.936  1.854  0.035
H  -2.990  1.327  -1.375
H  -1.312  0.925  -1.346
H  -1.575  -0.621  0.434
H  -3.151  0.015  0.910
H  -3.961  -3.323  -1.813
H  -2.976  -3.175  -3.239
H  -4.384  -2.066  -2.995
C  -1.591  -1.536  3.433
C  -0.501  -1.954  4.385
O  0.054  -3.197  3.938
C  1.351  -3.425  4.181
C  1.819  -4.716  3.567
O  2.048  -2.666  4.788
H  -2.309  -2.353  3.311
H  -1.264  -1.269  2.430
H  -2.140  -0.675  3.820
H  0.286  -1.197  4.465
H  -0.865  -2.057  5.411
H  2.488  -5.222  4.259
H  2.408  -4.473  2.684
H  0.974  -5.363  3.351

Results of the natural (NBO) charge analysis, in e, for atoms 1 through 6: C -0.623; C -0.076; O -0.507; C 0.810; C -0.718; O -0.605

***

Entry 4:
A cluster of 9 separate species, C37H81BClF4IN10O17P2S in total, computed with ωB97M-V/def2-TZVPD.

The calculation puts the LUMO energy at 0.21 eV. The calculation puts the total energy at -5548.28077 a.u. Its net charge is 0. Its HOMO energy is -8.4 eV.

Positions of all 155 atoms, in Å:
C  4.279  5.267  0.913
C  3.253  4.384  0.195
C  3.327  2.828  0.168
I  4.879  2.268  1.574
C  3.259  2.183  -1.294
P  4.553  3.015  -2.505
O  5.614  3.620  -1.440
Cl  3.686  4.824  -3.103
C  1.719  2.355  -1.846
N  0.916  1.294  -1.271
P  0.735  4.007  -1.221
N  -0.797  3.637  -1.879
O  0.459  3.517  0.321
C  1.757  2.382  -3.407
O  0.830  3.262  -3.933
B  0.945  3.713  -5.236
O  2.120  3.530  -5.943
O  -0.181  4.265  -5.807
O  1.472  1.115  -4.000
S  2.809  0.214  -4.080
O  2.351  -1.062  -4.595
O  2.818  -0.042  -2.476
C  3.669  0.575  -1.454
C  5.081  0.202  -1.983
C  6.420  0.469  -1.294
C  7.495  -0.412  -1.953
C  7.414  -1.880  -1.518
O  6.879  -2.769  -2.502
C  3.285  -0.457  -0.281
F  2.500  0.073  0.671
F  4.418  -0.929  0.315
C  2.578  -1.756  -0.746
F  1.278  -1.526  -1.037
F  2.584  -2.584  0.334
H  4.034  6.309  0.664
H  4.196  5.179  2.000
H  5.315  5.092  0.625
H  2.299  4.609  0.684
H  3.134  4.765  -0.814
H  2.440  2.458  0.675
H  5.540  4.571  -1.317
H  0.957  0.447  -1.815
H  -0.066  1.535  -1.197
H  -0.912  2.792  -2.417
H  -1.473  3.610  -1.125
H  -0.213  2.814  0.378
H  2.757  2.669  -3.748
H  2.908  3.933  -5.574
H  -0.144  5.219  -5.884
H  5.021  -0.889  -2.119
H  5.159  0.592  -3.005
H  6.721  1.516  -1.370
H  6.386  0.225  -0.238
H  7.406  -0.357  -3.047
H  8.481  -0.001  -1.709
H  6.719  -1.971  -0.677
H  8.395  -2.241  -1.192
H  7.291  -2.573  -3.345
H  3.078  -2.248  -1.578
C  -2.175  -4.067  -4.801
O  -3.320  -4.196  -5.190
N  -1.147  -3.667  -5.568
C  0.211  -3.540  -5.066
C  -1.395  -3.355  -6.964
H  -1.875  -4.276  -3.759
H  0.573  -2.519  -5.164
H  0.874  -4.208  -5.622
H  0.234  -3.815  -4.012
H  -2.114  -2.541  -7.057
H  -1.795  -4.223  -7.489
H  -0.451  -3.060  -7.416
C  2.254  -7.434  -5.807
O  2.172  -6.424  -6.480
N  1.251  -7.919  -5.051
C  1.387  -9.113  -4.247
C  -0.006  -7.189  -5.060
H  3.172  -8.042  -5.756
H  0.670  -9.877  -4.554
H  1.228  -8.895  -3.189
H  2.392  -9.514  -4.370
H  -0.413  -7.146  -6.071
H  0.167  -6.167  -4.728
H  -0.719  -7.679  -4.402
C  -2.188  1.292  1.215
O  -1.711  1.800  0.197
N  -3.337  1.645  1.776
C  -3.836  0.973  2.969
C  -4.106  2.730  1.188
H  -1.679  0.473  1.742
H  -4.802  0.513  2.761
H  -3.944  1.680  3.790
H  -3.147  0.189  3.266
H  -4.382  2.495  0.160
H  -3.528  3.654  1.182
H  -5.003  2.876  1.783
C  -3.454  -1.986  5.887
O  -3.966  -1.373  4.968
N  -2.276  -1.653  6.444
C  -1.697  -2.404  7.539
C  -1.563  -0.506  5.908
H  -3.916  -2.879  6.338
H  -1.561  -1.773  8.419
H  -0.728  -2.821  7.259
H  -2.362  -3.224  7.801
H  -2.161  0.403  5.982
H  -1.326  -0.658  4.854
H  -0.638  -0.377  6.465
C  -4.499  2.436  6.668
O  -4.028  2.989  5.687
N  -5.660  2.776  7.244
C  -6.184  2.098  8.418
C  -6.421  3.871  6.668
H  -3.998  1.593  7.173
H  -7.151  1.643  8.198
H  -6.308  2.803  9.239
H  -5.491  1.314  8.717
H  -6.692  3.654  5.634
H  -5.839  4.793  6.672
H  -7.325  4.009  7.257
C  -6.191  5.043  10.996
O  -6.959  4.098  11.033
N  -6.530  6.275  10.578
C  -5.580  7.368  10.546
C  -7.899  6.506  10.149
H  -5.136  4.962  11.304
H  -5.905  8.188  11.189
H  -5.458  7.751  9.531
H  -4.614  7.014  10.900
H  -8.598  6.293  10.957
H  -8.156  5.860  9.309
H  -8.000  7.545  9.847
C  1.076  -3.003  -11.867
O  1.203  -4.088  -12.397
N  1.396  -2.739  -10.585
C  1.229  -1.426  -10.001
C  1.928  -3.818  -9.765
H  0.680  -2.122  -12.401
H  2.188  -1.039  -9.650
H  0.541  -1.460  -9.153
H  0.827  -0.739  -10.743
H  2.848  -4.211  -10.198
H  1.214  -4.638  -9.701
H  2.133  -3.439  -8.767
C  -0.163  -2.742  4.660
O  -0.246  -3.512  5.599
N  -0.188  -3.109  3.366
C  -0.097  -2.144  2.287
C  -0.314  -4.521  3.052
H  -0.061  -1.651  4.794
H  -0.996  -2.177  1.667
H  0.768  -2.341  1.657
H  -0.004  -1.146  2.710
H  -1.237  -4.930  3.464
H  0.517  -5.087  3.473
H  -0.317  -4.637  1.971

Results of the Löwdin charge analysis, in e, for atoms 1 through 6: C -0.185; C -0.400; C -0.627; I 1.019; C -0.326; P 0.749